Here is a 2-piece molecular cluster, C9H14 overall at a distorted geometry from the OMol25 dataset. Energies are from ωB97M-V with the def2-TZVPD basis set.

The value obtained for the energy above the lowest of the compared OMol25 structures with the same formula, charge and spin is 13.9 kcal/mol. The total energy is -351.25709 a.u. For the LUMO energy (spin up / spin down), the calculation gives 3.622 / 3.595 eV. As for the multiplicity: 2. Its total charge is -1. The HOMO-LUMO gap (spin up / spin down) comes out at 2.91 / 6.77 eV.

Each line ends with the natural charge from an NBO analysis.
Positions of all 23 atoms, in Å:
C -0.118 -0.587 0.202  -0.451
C -0.411 1.116 2.485  -0.428
C 1.747 0.927 -3.331  -0.610
C -1.154 -0.785 1.156  -0.038
C -1.283 0.030 2.277  -0.304
C -2.096 -1.930 0.976  -0.628
C 0.531 0.701 0.243  -0.312
C 1.803 -0.591 -3.518  -0.609
C 0.400 1.473 1.377  -0.246
H 0.806 -0.972 -3.726  0.205
H 0.975 2.400 1.434  0.167
H 0.321 -1.401 -0.370  0.164
H -2.460 -2.369 1.907  0.189
H 2.207 -1.044 -2.625  0.217
H -0.433 1.822 3.303  0.178
H 2.692 1.376 -2.997  0.194
H 1.089 1.009 -0.635  0.170
H -1.552 -2.770 0.510  0.186
H -2.222 -0.214 2.781  0.170
H -2.880 -1.671 0.251  0.191
H 0.965 1.359 -2.709  0.225
H 2.385 -0.772 -4.421  0.187
H 1.632 1.450 -4.277  0.182